Record 1
Formula: H26HeO13
Source: OMol25
Level of theory: ωB97M-V with the def2-TZVPD basis set

Results
Energy relative to the best compared isomer or geometry (same formula, charge and spin) = 1.144 eV
HOMO energy = -9.43 eV
Lowest unoccupied orbital energy = -0.6 eV
Electronic energy = -27119.52641 eV

ORCA input file:
```
! wB97M-V def2-TZVPD RIJCOSX def2/J DEFGRID3
* xyz 0 1
He -12.545 -15.293 -8.271
O -12.850 -14.281 -11.030
H -11.986 -14.429 -10.645
H -13.200 -13.530 -10.551
O -13.516 -11.989 -9.655
H -13.105 -11.227 -10.063
H -14.454 -11.858 -9.792
O -12.073 -16.130 -5.045
H -11.395 -16.001 -5.709
H -12.729 -15.460 -5.238
O -8.857 -14.104 -7.763
H -8.605 -13.181 -7.769
H -9.470 -14.191 -8.493
O -13.764 -16.891 -10.466
H -12.959 -17.161 -10.024
H -13.585 -16.000 -10.767
O -14.038 -18.031 -5.713
H -13.429 -17.294 -5.667
H -14.322 -18.051 -6.627
O -15.442 -17.777 -8.193
H -14.927 -17.489 -8.947
H -16.099 -17.091 -8.074
O -10.239 -17.314 -9.000
H -9.883 -17.383 -8.114
H -10.359 -18.220 -9.282
O -9.417 -16.113 -6.032
H -8.868 -15.979 -5.259
H -9.388 -15.277 -6.496
O -11.305 -12.367 -5.898
H -10.707 -12.221 -6.630
H -12.177 -12.345 -6.292
O -13.784 -12.596 -6.941
H -13.839 -12.712 -7.890
H -14.519 -12.021 -6.727
O -15.108 -14.459 -5.167
H -14.774 -13.742 -5.706
H -15.904 -14.745 -5.614
O -10.395 -14.763 -9.997
H -10.297 -15.682 -9.748
H -9.900 -14.682 -10.812
*
```

=====

Record 2
Formula: H26KrO13
Source: OMol25
Level of theory: ωB97M-V with the def2-TZVPD basis set

Results
Energy relative to the best compared isomer or geometry (same formula, charge and spin) = 0.757 eV
HOMO energy = -10.46 eV
Lowest unoccupied orbital energy = -0.7 eV
Electronic energy = -101970.00544 eV

ORCA input file:
```
! wB97M-V def2-TZVPD RIJCOSX def2/J DEFGRID3
* xyz 0 1
Kr 15.743 4.479 -10.048
O 16.945 1.630 -12.285
H 16.370 1.801 -11.539
H 17.385 2.465 -12.446
O 16.413 3.020 -7.358
H 16.396 3.717 -6.703
H 17.219 3.175 -7.852
O 14.080 7.568 -9.600
H 13.603 6.825 -9.228
H 13.836 7.570 -10.525
O 18.572 7.079 -10.772
H 18.994 7.829 -11.189
H 17.872 7.461 -10.243
O 16.372 0.510 -8.751
H 15.762 1.241 -8.657
H 15.813 -0.255 -8.887
O 13.803 2.109 -10.852
H 13.258 2.403 -10.122
H 13.276 1.442 -11.291
O 11.827 3.093 -9.095
H 12.041 4.001 -8.878
H 10.874 3.084 -9.179
O 19.528 4.289 -10.611
H 20.329 4.768 -10.398
H 18.889 4.971 -10.817
O 14.821 4.664 -13.410
H 14.181 3.965 -13.275
H 14.518 5.378 -12.849
O 16.600 8.114 -8.991
H 15.725 7.869 -9.292
H 16.725 7.613 -8.185
O 19.250 3.532 -7.979
H 19.306 2.593 -8.158
H 19.296 3.943 -8.842
O 12.791 5.449 -7.867
H 13.142 5.176 -7.019
H 11.893 5.720 -7.679
O 12.160 3.741 -12.530
H 11.413 4.032 -12.006
H 12.772 3.373 -11.893
*
```

=====

Record 3
Formula: H26KrO13
Source: OMol25
Level of theory: ωB97M-V with the def2-TZVPD basis set

Results
Energy relative to the best compared isomer or geometry (same formula, charge and spin) = 1.338 eV
HOMO energy = -10.45 eV
Lowest unoccupied orbital energy = -0.5 eV
Electronic energy = -101969.42404 eV

ORCA input file:
```
! wB97M-V def2-TZVPD RIJCOSX def2/J DEFGRID3
* xyz 0 1
Kr 0.095 -0.092 -0.252
O 0.072 4.068 0.793
H -0.230 3.357 0.228
H -0.326 4.855 0.421
O 1.424 -1.246 3.071
H 0.837 -1.910 2.711
H 1.378 -1.374 4.019
O -1.235 -0.440 -3.550
H -1.850 -0.465 -4.283
H -0.591 0.223 -3.798
O 3.432 0.326 1.908
H 3.780 0.705 2.715
H 2.572 -0.014 2.154
O -2.482 2.581 2.313
H -2.413 2.570 1.358
H -1.905 1.875 2.604
O 2.797 2.743 0.175
H 1.921 2.908 0.522
H 3.052 1.902 0.555
O 0.327 -3.757 -0.403
H 0.265 -4.711 -0.351
H 1.117 -3.595 -0.918
O 0.703 -2.632 -4.084
H 1.324 -2.782 -3.371
H 0.090 -1.985 -3.735
O -1.008 0.542 3.307
H -1.807 0.071 3.068
H -0.329 -0.133 3.327
O -2.388 2.565 -0.673
H -1.890 2.693 -1.480
H -3.258 2.914 -0.870
O -3.259 -0.116 -1.471
H -3.025 0.759 -1.160
H -2.712 -0.250 -2.245
O -2.364 -2.652 -0.834
H -1.443 -2.574 -0.583
H -2.594 -1.786 -1.172
O 4.121 -1.567 -0.337
H 4.175 -2.470 -0.023
H 3.629 -1.106 0.343
*
```

=====

Record 4
Formula: H26O13
Source: OMol25
Level of theory: ωB97M-V with the def2-TZVPD basis set

Results
Energy relative to the best compared isomer or geometry (same formula, charge and spin) = 4.926 eV
HOMO energy = -10.46 eV
Lowest unoccupied orbital energy = -0.5 eV
Electronic energy = -27037.02114 eV

ORCA input file:
```
! wB97M-V def2-TZVPD RIJCOSX def2/J DEFGRID3
* xyz 0 1
H 0.146 0.623 0.218
H -0.225 -0.029 -1.012
H 4.293 -0.614 -0.340
H 5.000 0.786 -0.187
H -1.407 -1.583 -2.838
H -2.610 -0.741 -2.681
H -3.841 0.494 1.654
H -5.306 0.562 1.330
H 3.188 -1.817 0.388
H 4.521 -2.190 0.316
H -0.828 2.414 2.056
H -1.440 1.164 1.426
H -1.507 -3.053 1.611
H -1.031 -3.720 2.833
H -0.100 5.115 -0.540
H 0.260 4.059 0.394
H 2.550 -3.661 -2.775
H 2.229 -3.969 -1.266
H 2.972 3.685 -1.279
H 3.227 5.045 -1.550
H 2.507 -0.684 2.690
H 3.546 -0.781 3.885
H -3.449 -2.548 -1.102
H -4.629 -3.361 -1.558
H -2.610 2.074 -0.190
H -3.308 2.937 -1.058
O -0.648 0.473 -0.335
O 4.323 0.267 -0.704
O -2.290 -1.566 -3.076
O -4.589 -0.015 1.614
O 3.761 -2.448 -0.123
O -0.810 1.444 2.084
O -1.186 -2.782 2.472
O -0.463 4.346 -0.047
O 1.875 -3.582 -2.094
O 2.777 4.255 -1.977
O 2.598 -0.910 3.598
O -4.233 -2.473 -1.661
O -3.266 2.788 -0.177
*
```

=====

Record 5
Formula: H26O13
Source: OMol25
Level of theory: ωB97M-V with the def2-TZVPD basis set

Results
Energy relative to the best compared isomer or geometry (same formula, charge and spin) = 0.774 eV
HOMO energy = -10.35 eV
Lowest unoccupied orbital energy = 0.1 eV
Electronic energy = -27041.17300 eV

ORCA input file:
```
! wB97M-V def2-TZVPD RIJCOSX def2/J DEFGRID3
* xyz 0 1
O 3.419 1.865 0.927
H 3.656 2.010 1.847
H 2.483 1.639 0.955
O 0.057 0.585 0.617
H 0.617 -0.080 0.200
H -0.591 0.821 -0.056
O -0.617 -1.267 -2.581
H -0.390 -2.178 -2.783
H 0.235 -0.848 -2.374
O -3.188 -0.423 -1.607
H -3.770 -0.987 -2.123
H -2.296 -0.760 -1.777
O -1.079 2.986 -0.405
H -0.551 3.296 0.341
H -1.594 3.751 -0.680
O 1.726 0.246 -2.394
H 1.212 1.033 -2.651
H 2.523 0.606 -1.993
O -0.104 2.267 -3.035
H -0.433 2.924 -3.653
H -0.580 2.441 -2.209
O 0.445 2.107 2.831
H 0.219 1.497 2.108
H 0.745 1.535 3.542
O 1.394 -2.748 -0.489
H 0.623 -3.067 0.019
H 1.832 -3.543 -0.805
O -3.448 0.336 0.931
H -3.439 0.129 -0.026
H -3.095 1.227 0.996
O 2.216 -1.147 1.480
H 3.026 -1.471 1.882
H 2.079 -1.708 0.689
O -0.113 -1.380 3.309
H 0.539 -1.721 3.926
H 0.388 -1.212 2.501
O -1.056 -3.135 0.816
H -1.184 -2.314 1.310
H -1.910 -3.315 0.413
*
```

=====

Record 6
Formula: H26O13
Source: OMol25
Level of theory: ωB97M-V with the def2-TZVPD basis set

Results
Energy relative to the best compared isomer or geometry (same formula, charge and spin) = 2.287 eV
HOMO energy = -10.43 eV
Lowest unoccupied orbital energy = 0.1 eV
Electronic energy = -27039.66004 eV

ORCA input file:
```
! wB97M-V def2-TZVPD RIJCOSX def2/J DEFGRID3
* xyz 0 1
O -0.978 3.129 0.294
H -0.422 2.348 0.462
H -0.623 3.818 0.933
O -3.194 -1.810 0.906
H -4.077 -2.198 0.846
H -2.585 -2.327 1.469
O 2.180 2.038 -0.255
H 2.520 1.464 0.432
H 2.854 2.716 -0.401
O -5.090 -0.153 -0.744
H -4.148 -0.008 -0.582
H -5.283 0.276 -1.555
O -0.410 0.198 -0.483
H 0.387 -0.374 -0.443
H -1.181 -0.344 -0.747
O 2.519 -2.677 1.849
H 2.191 -2.235 1.056
H 3.238 -3.287 1.601
O -0.584 -1.253 1.922
H -1.416 -0.977 2.325
H -0.312 -0.659 1.277
O -0.537 1.433 -2.856
H -0.844 1.122 -2.009
H 0.403 1.402 -2.696
O 0.578 1.439 1.976
H -0.141 1.421 2.562
H 0.952 2.276 2.117
O 2.900 0.156 -2.093
H 3.817 0.007 -1.869
H 2.747 0.814 -1.444
O 2.867 0.105 1.649
H 2.871 -0.839 1.868
H 1.930 0.389 1.731
O -2.519 -0.906 -1.807
H -2.677 -0.130 -2.385
H -2.070 -1.522 -2.399
O 1.359 -1.578 -0.460
H 2.020 -1.194 -1.037
H 0.741 -2.074 -1.004
*
```